# 1
Below is a structure of composition C42H38AsGeNO2PdS, with properties calculated with ωB97M-V/def2-TZVPD.

XYZ file:
```
87
Properties=species:S:1:pos:R:3:forces:R:3
Pd -0.10567 0.31109 1.34308 -0.5 0.8 0.1
S 2.06294 -0.17566 1.11126 0.3 -0.2 -0.1
C 2.87369 -0.08982 2.67193 -0.1 0.0 0.0
C 4.21822 -0.46086 2.77841 0.0 0.0 0.0
C 4.84519 -0.44217 4.01138 0.0 0.0 0.0
C 4.16506 -0.05179 5.16260 0.0 0.0 0.0
C 2.84218 0.34372 5.06519 0.0 0.0 0.0
C 2.21551 0.33215 3.82552 0.0 0.0 0.0
As 0.43981 0.92874 3.45735 0.1 0.0 0.1
C 0.57290 2.85075 3.31980 0.0 0.0 0.1
C 1.80998 3.44888 3.11007 0.0 0.0 0.0
C 1.88496 4.81770 2.89128 0.0 0.0 0.0
C 0.72812 5.58455 2.88290 0.0 0.0 0.0
C -0.50669 4.98288 3.08937 0.0 0.0 0.0
C -0.59059 3.61457 3.30275 0.0 0.0 0.0
C -0.70188 0.61280 4.96284 0.0 0.0 0.0
C -1.53882 -0.49406 4.94377 -0.1 0.0 0.1
C -2.36250 -0.74254 6.03371 0.0 0.0 -0.1
C -2.34528 0.10897 7.12878 0.0 0.0 0.0
C -1.51056 1.21781 7.14073 0.0 0.0 0.0
C -0.68938 1.47624 6.05429 0.0 0.0 0.0
H 4.75847 -0.78153 1.89666 0.0 0.0 0.0
H 5.88184 -0.74741 4.08087 0.0 0.0 0.0
H 4.66642 -0.05527 6.12095 0.0 0.0 0.0
H 2.29512 0.65808 5.94678 0.0 0.0 0.0
H 2.71287 2.84966 3.10908 0.0 0.0 0.0
H 2.84871 5.28408 2.73197 0.0 0.0 0.0
H 0.78882 6.65303 2.71906 0.0 0.0 0.0
H -1.41042 5.57900 3.07913 0.0 0.0 0.0
H -1.55578 3.13845 3.42055 0.0 0.0 0.0
H -1.55831 -1.14953 4.08087 0.0 -0.1 -0.1
H -3.01881 -1.60094 6.02016 0.0 -0.1 0.0
H -2.98970 -0.08782 7.97614 0.0 0.0 0.0
H -1.50542 1.88635 7.99188 0.0 0.0 0.0
H -0.05531 2.35535 6.05164 0.0 0.0 0.0
O -2.18768 1.27334 1.88198 0.4 -0.2 -0.1
C -2.83725 0.26568 1.46786 0.0 -0.2 0.1
O -2.27514 -0.71165 0.93746 -0.2 -0.1 -0.1
C -4.33818 0.19614 1.64328 -0.1 0.0 0.0
C -4.77979 -1.15183 2.22205 0.0 -0.1 0.0
Ge -4.14846 -2.78959 1.29907 0.1 0.1 0.1
C -5.48999 -4.18512 1.69584 0.0 0.0 0.0
C -6.84783 -3.86919 1.74469 0.0 0.0 0.0
C -7.81397 -4.84843 1.93180 0.0 0.0 0.0
C -7.43667 -6.17620 2.07093 0.0 0.0 0.0
C -6.09223 -6.51397 2.01478 0.0 0.0 0.0
C -5.13290 -5.52733 1.82781 0.0 0.0 0.0
C -2.45547 -3.48696 2.00685 0.0 0.0 -0.1
C -1.22893 -3.27843 1.37235 0.0 0.0 0.0
C -0.04583 -3.75451 1.92289 0.0 0.0 0.0
C -0.06935 -4.46618 3.11526 0.0 0.0 0.0
C -1.28020 -4.69647 3.75226 0.1 0.0 0.1
C -2.45788 -4.20703 3.20173 -0.1 0.0 0.1
C -4.16639 -2.64719 -0.64640 0.0 0.0 0.0
C -3.37264 -3.47579 -1.43590 0.1 0.0 0.0
C -3.42289 -3.40637 -2.82171 0.0 0.0 0.0
C -4.27927 -2.50855 -3.44250 0.0 0.0 0.0
C -5.08716 -1.68628 -2.66966 0.0 0.0 0.0
C -5.02842 -1.75858 -1.28496 0.0 0.0 0.0
H -4.78159 0.32585 0.65263 0.0 0.1 0.0
H -4.66672 1.03243 2.26099 0.0 0.0 0.0
H -5.87037 -1.19284 2.25984 0.0 0.0 0.0
H -4.44542 -1.24346 3.26151 0.0 0.0 0.0
H -7.17078 -2.83982 1.63006 0.0 0.0 0.0
H -8.86129 -4.57470 1.96598 0.0 0.0 0.0
H -8.18633 -6.94352 2.21733 0.0 0.0 0.0
H -5.78755 -7.54858 2.11421 0.0 0.0 0.0
H -4.08897 -5.81664 1.77943 0.0 0.0 0.0
H -1.19461 -2.71072 0.45215 0.0 0.0 0.0
H 0.89382 -3.55444 1.42199 0.0 0.0 0.0
H 0.85237 -4.83931 3.54421 0.0 0.0 0.0
H -1.30813 -5.25034 4.68296 0.0 0.0 0.0
H -3.39519 -4.39869 3.71538 0.0 0.0 0.0
H -2.69854 -4.18639 -0.96952 0.0 0.0 0.0
H -2.79309 -4.05594 -3.41690 0.0 0.0 0.0
H -4.32098 -2.45332 -4.52296 0.0 0.0 0.0
H -5.76470 -0.98777 -3.14532 0.0 0.0 0.0
H -5.67353 -1.11071 -0.70051 0.0 0.0 0.0
C -1.61311 4.23868 -1.54650 0.0 0.0 0.0
C -0.28150 3.53705 -1.82467 0.0 0.0 0.1
C -0.23973 2.21974 -1.19810 0.1 0.0 0.0
N -0.19197 1.22176 -0.64089 -0.1 -0.2 -0.2
H -1.62302 5.21285 -2.03234 0.0 0.0 0.0
H -1.75162 4.37854 -0.47546 0.0 0.0 0.0
H -2.44869 3.65259 -1.92514 0.0 0.0 0.0
H 0.55271 4.10261 -1.40456 0.0 0.0 0.0
H -0.09626 3.42438 -2.89303 0.0 0.0 0.0
```
Forces are in eV/Å.

Properties
HOMO-LUMO gap = 7.3 eV
LUMO = -0.24 eV

---

# 2
Below is an isolated molecule of H5IO3P2Si at a distorted geometry, with properties calculated with ωB97M-V/def2-TZVPD.

XYZ file:
```
12
Properties=species:S:1:pos:R:3:forces:R:3
O 1.66777 -1.28423 1.84719 -0.7 1.2 -2.8
P 1.37717 -0.60688 0.52694 2.5 -1.7 2.1
O 2.75905 0.24907 0.06378 -2.4 -1.1 -0.1
O 0.95645 -1.76929 -0.59112 0.5 1.9 1.0
P -0.16264 0.88623 0.91697 -0.2 0.4 0.6
Si -1.95741 0.30106 -0.27240 -0.5 0.0 0.1
I -3.88367 0.52061 1.30405 0.6 -0.1 -0.6
H 2.50206 0.87824 -0.62545 0.3 0.0 -0.1
H 0.50905 -1.39595 -1.36189 0.1 -0.1 -0.1
H 0.21927 2.17076 0.41011 0.1 -0.7 -0.4
H -2.16236 1.13835 -1.46125 -0.1 0.2 0.0
H -1.82473 -1.08798 -0.75692 0.0 0.0 0.2
```
Forces are in eV/Å.

Properties
HOMO-LUMO gap = 9.6 eV
SMILES = O=P(O)(O)P[SiH2]I
LUMO = -0.38 eV

---

# 3
Below is a structure of composition C40H51ClFNO8PSiV, with properties calculated with ωB97M-V/def2-TZVPD.

XYZ file:
```
105
Properties=species:S:1:pos:R:3:forces:R:3
V -0.36405 -0.97481 -0.83514 0.1 0.4 -0.4
O -2.58546 0.60788 -1.98567 0.0 0.1 0.0
N -2.38339 -0.46397 -1.13760 -0.2 0.0 0.1
C -3.47262 -0.74558 -0.52333 0.0 0.0 0.0
C -3.76257 -1.81980 0.41246 -0.1 0.0 0.0
C -5.05092 -1.79511 0.95166 0.1 -0.1 0.0
C -5.49265 -2.81413 1.78367 0.0 0.1 0.0
C -4.66030 -3.88434 2.05918 0.0 0.0 0.0
C -3.37694 -3.92529 1.52476 0.0 0.0 0.0
C -2.91371 -2.89079 0.72088 -0.1 -0.1 0.1
P -1.27029 -3.04877 0.02432 -0.1 -0.2 0.0
C -1.27550 -4.24848 -1.29371 0.0 0.0 0.0
C -1.08192 -5.60307 -1.01722 0.0 0.0 0.0
C -1.17859 -6.52379 -2.04751 0.0 0.0 0.0
C -1.46176 -6.09809 -3.33799 0.0 0.0 0.0
C -1.64997 -4.74994 -3.61332 0.0 0.0 0.0
C -1.56106 -3.82200 -2.59061 0.0 0.0 -0.1
C -0.13155 -3.50677 1.32462 0.0 -0.1 -0.1
C 1.07419 -4.12753 0.97947 0.0 0.0 0.0
C 1.96525 -4.48949 1.97438 0.0 0.0 0.0
C 1.66257 -4.23575 3.30610 0.0 0.0 0.0
C 0.47223 -3.61008 3.64890 0.0 0.0 0.0
C -0.42423 -3.23568 2.66315 0.0 0.1 0.0
H -1.72006 0.77062 -2.40862 0.0 0.0 -0.1
H -4.30676 -0.09209 -0.77232 0.0 0.0 0.0
H -5.71398 -0.97621 0.70819 0.0 0.0 0.0
H -6.49038 -2.77836 2.19759 0.0 0.0 0.0
H -5.00303 -4.69487 2.68651 0.0 0.0 0.0
H -2.73882 -4.77159 1.74592 0.0 0.0 0.0
H -0.84946 -5.93763 -0.01454 0.0 0.0 0.0
H -1.02841 -7.57431 -1.84345 0.0 0.0 0.0
H -1.53090 -6.82275 -4.13713 0.0 0.0 0.0
H -1.85820 -4.42343 -4.62181 0.0 0.0 0.0
H -1.70316 -2.76957 -2.82084 0.0 0.0 0.0
H 1.31079 -4.34056 -0.05409 0.0 0.0 0.0
H 2.89300 -4.97671 1.71090 0.0 0.0 0.0
H 2.35646 -4.53095 4.08096 0.0 0.0 0.0
H 0.23815 -3.42013 4.68707 0.0 0.0 0.0
H -1.34485 -2.73946 2.93933 0.0 0.0 0.0
C -1.02893 0.56667 4.12722 0.0 0.0 0.1
C 0.47609 0.75428 4.20387 0.0 0.0 -0.1
C 1.11996 -0.22458 5.16795 0.0 0.0 0.0
C 0.85155 2.18704 4.53988 0.0 0.0 0.1
O 1.03851 0.41221 2.89130 0.0 0.0 0.0
Si 0.85839 1.03527 1.44087 0.0 -0.1 -0.1
O -0.18457 -0.20194 0.57329 0.3 0.2 0.2
O -0.04392 2.33552 1.34683 -0.1 0.1 0.0
C 0.04194 3.58962 0.58460 0.0 -0.1 0.0
C 0.07429 3.23792 -0.89067 0.0 0.0 0.0
C -1.21294 4.36199 0.94480 0.1 0.0 -0.1
C 1.29973 4.32058 1.02058 0.0 0.0 -0.1
O 2.13314 0.95431 0.48224 0.0 0.0 0.0
C 3.51794 0.50985 0.69683 0.0 0.0 0.0
C 4.16677 1.44293 1.70470 0.0 0.0 -0.1
C 3.49250 -0.92563 1.19489 0.1 0.0 0.1
C 4.17511 0.61706 -0.66774 0.0 0.0 0.0
H -1.48447 0.77970 5.09417 0.0 0.0 0.0
H -1.27058 -0.46272 3.85751 0.0 0.0 0.0
H -1.46815 1.24522 3.39459 0.0 0.0 0.0
H 0.68446 -0.11446 6.16027 0.0 0.0 0.0
H 2.19130 -0.04428 5.24359 0.0 0.0 0.0
H 0.96284 -1.24808 4.82832 0.0 0.0 0.0
H 0.51740 2.42424 5.54985 0.0 0.0 0.0
H 0.38247 2.89209 3.85590 0.0 0.0 0.0
H 1.93320 2.31782 4.50582 0.0 0.0 0.0
H -0.87637 2.80311 -1.20219 0.0 0.0 0.0
H 0.88368 2.53895 -1.11026 0.0 0.0 0.0
H 0.23771 4.13421 -1.48889 0.0 0.0 0.0
H -2.10075 3.76972 0.72592 0.0 0.0 0.0
H -1.26134 5.28035 0.35974 0.0 0.0 0.0
H -1.21758 4.62772 2.00055 0.0 0.0 0.0
H 2.19266 3.75106 0.75997 0.0 0.0 0.0
H 1.29139 4.49863 2.09530 0.0 0.0 0.0
H 1.35742 5.28553 0.51727 0.0 0.0 0.0
H 3.66147 1.38790 2.66838 0.0 0.0 0.1
H 4.14484 2.47280 1.34801 0.0 0.0 0.0
H 5.20842 1.16024 1.85547 0.0 0.0 0.0
H 2.98547 -0.99987 2.15852 0.0 0.0 0.0
H 4.51227 -1.29079 1.32075 0.0 0.0 0.0
H 2.99309 -1.57285 0.47479 -0.1 0.0 -0.1
H 4.10507 1.63762 -1.04292 0.0 0.0 0.0
H 3.69635 -0.05820 -1.37894 0.0 0.0 0.0
H 5.22857 0.34798 -0.60298 0.0 0.0 0.0
F 0.92911 -2.06041 -1.16402 0.1 0.0 0.2
C 1.98462 3.64991 -5.19022 0.0 -0.1 0.0
C 0.66529 3.98439 -4.54354 -0.1 0.0 0.0
C 0.39462 5.32419 -4.25741 -0.1 0.0 0.1
C -0.83249 5.72909 -3.76314 0.0 0.0 0.0
Cl -1.09987 7.40280 -3.40385 0.0 0.0 0.0
C -1.85799 4.81287 -3.57224 0.1 0.0 0.0
C -1.60366 3.47980 -3.82730 0.2 0.1 0.0
C -0.34994 3.06941 -4.26797 -0.1 0.0 0.1
O -0.25296 1.69620 -4.45529 0.0 -0.1 -0.2
C 0.95504 1.02549 -4.19343 0.0 -0.1 0.0
C 0.56027 -0.26068 -3.49706 -0.1 0.0 0.2
O 0.73078 -1.38204 -3.82958 0.1 0.1 0.0
O -0.12093 0.04237 -2.29354 0.2 -0.4 0.1
H 2.36220 4.53054 -5.70489 0.0 0.0 0.0
H 1.88655 2.86314 -5.93651 0.0 0.0 0.0
H 2.74779 3.34918 -4.46995 0.0 0.0 0.0
H 1.15640 6.06678 -4.45262 0.0 0.0 0.0
H -2.82908 5.13885 -3.23148 0.0 0.0 0.0
H -2.37905 2.73769 -3.69343 0.0 0.0 0.0
H 1.61462 1.58879 -3.52828 0.0 0.0 0.0
H 1.48513 0.75825 -5.10933 0.0 0.0 0.1
```
Forces are in eV/Å.

Properties
HOMO-LUMO gap = 4.8 eV
Charge = +2
LUMO = -7.87 eV
Energy relative to the best compared isomer or geometry (same formula, charge and spin) = 0.264 eV

---

# 4
Below is a cluster of 2 separate species, C11H18BFNO5P in total at a distorted geometry, with properties calculated with ωB97M-V/def2-TZVPD.

XYZ file:
```
38
Properties=species:S:1:pos:R:3:forces:R:3
O 5.50108 -0.78221 -0.24844 -3.3 2.3 -2.3
P 4.38385 -0.10077 -1.13362 3.8 -3.3 3.2
C 2.60311 -0.22435 -0.35430 -1.6 0.5 0.0
O 2.31309 -1.42067 0.45144 2.1 3.0 1.5
B 2.81669 -1.30904 1.83270 0.6 -1.0 2.2
O 2.54200 -2.47646 2.73888 2.1 2.3 -2.5
O 3.58128 -0.18778 2.41133 -0.1 -2.5 -2.1
C 1.87271 1.21786 0.07511 -0.2 -1.9 0.7
C 0.29682 0.68492 -0.08729 -0.3 0.0 -0.4
C -0.85758 1.77113 0.33082 1.1 1.4 0.8
O -1.93573 1.77140 -0.67433 -2.5 -2.5 1.4
C -3.04142 0.87364 -0.30595 -2.7 -2.9 0.4
C -3.39365 -0.37896 -1.32659 -1.8 0.2 2.4
C -4.62403 -1.45315 -1.09075 0.8 3.5 2.7
C -5.58016 -1.29812 0.23202 3.5 2.5 -1.0
C -5.22619 -0.08912 1.29302 1.9 -0.6 -3.3
C -3.97667 0.99503 1.04980 -0.8 -2.8 -2.5
C 0.42147 0.18691 -1.65720 -2.6 0.2 0.8
N 1.78785 -0.52936 -1.62908 0.3 1.6 -2.0
H 4.67960 1.25366 -1.54607 -0.7 -0.7 0.2
H 4.31869 -0.88423 -2.37503 -0.4 0.9 0.6
H 3.43913 -2.70468 3.12280 -1.7 0.5 -0.3
H 4.57194 -0.31562 2.33728 -1.7 0.2 -0.1
H 2.04296 1.58738 1.19623 -0.6 -0.9 -2.0
H 2.24056 2.00052 -0.72998 -1.1 -1.4 1.4
H -0.02657 -0.26538 0.52597 1.5 1.8 -1.0
H -1.26807 1.63035 1.44277 1.2 -0.1 -2.8
H -0.36993 2.85616 0.31914 -1.2 -2.4 -0.1
H -2.72443 -0.52169 -2.29852 -1.6 0.5 2.3
H -4.78852 -2.28055 -1.91694 0.3 1.9 2.0
H -6.48663 -2.05548 0.37918 2.3 2.0 -0.2
H -5.91719 -0.00085 2.24128 1.7 0.0 -2.1
H -3.77753 1.83562 1.85248 -0.4 -2.0 -1.9
H -0.33573 -0.63440 -2.00673 1.2 1.7 0.9
H 0.33617 1.09861 -2.41449 0.8 -2.1 1.6
H 2.31041 -0.00159 -2.36732 -0.5 -1.0 0.3
H 1.75726 -1.53055 -1.93564 0.0 0.9 0.7
F 0.51337 1.68179 2.26600 0.6 -0.1 0.4
```
Forces are in eV/Å.

Properties
HOMO-LUMO gap = 7.2 eV
LUMO = -0.81 eV

---

Calculated HOMO level in order - -7.50, -9.95, -12.62, -8.04 eV